The following is a DFT calculation (ωB97M-V/def2-TZVPD) of C27H57N2OP3Pb as an isolated structure.

Last column: Mulliken charge in e.
Positions of all 91 atoms, in Å:
Pb 0.00000 0.00000 0.00000  1.06
P -1.05057 -0.34393 2.23113  0.68
P 1.08395 0.31580 -2.22252  0.74
N -1.61624 -0.03467 -0.76273  -0.20
H 2.40477 0.45798 2.77130  0.01
C -1.34488 1.13962 3.31502  -1.25
H -1.82156 0.86963 4.27509  0.39
H -1.99186 1.85062 2.77357  0.35
H -0.37982 1.63599 3.51532  0.30
C -0.16416 -1.47428 3.39811  -0.58
H -0.63079 -1.47844 4.39914  0.52
H 0.88697 -1.15198 3.48396  0.27
H -0.18152 -2.49369 2.97884  -0.45
C -2.73288 -1.09087 2.13438  -1.22
H -3.10913 -1.37502 3.13279  0.46
H -2.68114 -1.97935 1.48414  0.22
H -3.41929 -0.36405 1.67015  0.37
C 1.54148 2.03437 -2.76694  -1.33
H 1.96295 2.05029 -3.78848  0.40
H 2.28040 2.44988 -2.06109  0.34
H 0.63894 2.66815 -2.73445  0.34
C 2.67387 -0.59034 -2.49451  -0.47
H 3.11345 -0.36419 -3.48220  0.52
H 2.47904 -1.67287 -2.41618  -0.45
H 3.38461 -0.30746 -1.70008  0.24
C 0.02693 -0.26407 -3.61712  -1.20
H 0.56564 -0.22797 -4.58021  0.44
H -0.87203 0.37189 -3.66707  0.37
H -0.29293 -1.29657 -3.40169  0.18
C -2.87431 -0.07408 -1.29537  -0.07
C -4.97343 1.02151 -1.90397  -0.44
C -3.68805 1.08788 -1.35689  -0.52
C -3.39219 -1.29761 -1.79924  0.64
C -4.67841 -1.34811 -2.34207  -0.55
C -5.47704 -0.19288 -2.39882  -0.45
H -5.59031 1.92623 -1.94494  0.33
H -3.28564 2.02853 -0.96786  0.32
H -2.75895 -2.18855 -1.74688  0.02
H -5.06465 -2.29902 -2.72594  0.36
H -6.48429 -0.23877 -2.82562  0.34
C 2.64671 0.89432 1.77551  0.95
O 1.62059 0.55399 0.88318  -0.58
C 2.71967 2.41962 1.92667  -1.54
H 3.77401 2.74532 1.97986  0.45
H 2.20492 2.75290 2.84507  0.33
H 2.24740 2.91136 1.05919  0.21
C 3.96976 0.29036 1.29073  -0.61
H 4.50791 0.99608 0.63362  0.50
H 3.77855 -0.64055 0.72822  -0.55
H 4.61527 0.04165 2.14875  0.33
C 3.57176 -3.80138 -1.95682  -1.79
C 2.13646 -4.37646 -1.70979  2.02
C 1.23636 -3.98725 -2.90403  -1.68
C 2.35285 -5.89997 -1.82009  -1.77
P 1.30930 -3.80717 0.01897  0.28
N 0.55729 -2.26712 -0.22814  0.14
C -0.25285 -4.96425 0.40023  2.02
C 0.02536 -6.48623 0.56783  -1.73
C -0.91343 -4.52572 1.69877  -1.42
C -1.31753 -4.83566 -0.69846  -1.88
C 2.70037 -3.92227 1.46514  2.36
C 4.14294 -3.60187 1.02038  -1.93
C 2.43381 -2.98375 2.61946  -1.49
C 2.79162 -5.34030 2.06757  -1.92
H 3.82152 -3.78219 -3.03759  0.43
H 4.36886 -4.45595 -1.57135  0.49
H 3.78405 -2.82126 -1.52023  0.08
H 0.30961 -4.56092 -2.95235  0.40
H 1.74584 -4.19328 -3.86983  0.41
H 0.94129 -2.94064 -2.87343  0.03
H 2.92472 -6.29144 -0.95433  0.21
H 1.40875 -6.43763 -1.95767  0.37
H 2.93000 -6.14967 -2.73873  0.47
H 0.71795 -6.74607 1.37211  0.29
H -0.91955 -7.01775 0.81745  0.47
H 0.37182 -6.98766 -0.33440  0.27
H -1.25494 -3.50014 1.56363  -0.38
H -1.81555 -5.13636 1.93183  0.58
H -0.22043 -4.63529 2.55293  0.28
H -1.54366 -3.77110 -0.88971  0.07
H -1.00772 -5.33812 -1.62325  0.34
H -2.26187 -5.34266 -0.40722  0.53
H 4.24345 -2.63427 0.52874  0.11
H 4.83935 -3.57861 1.88876  0.46
H 4.56074 -4.42018 0.42210  0.41
H 1.59560 -3.36082 3.21039  0.53
H 3.26472 -2.96871 3.35816  0.43
H 2.32609 -1.96431 2.20722  -0.12
H 1.87583 -5.58833 2.63262  0.39
H 2.99269 -6.10372 1.29211  0.21
H 3.60756 -5.40758 2.82254  0.45

Results
2S+1: 1
gap between HOMO and LUMO: 6.66 eV
total charge: 0
DFT total energy: -67057.7420 eV
LUMO: 0.55 eV
HOMO level: -6.11 eV


The following is a DFT calculation (ωB97M-V/def2-TZVPD) of an isolated ion of composition C10H15N2O and charge +1.

Last column: natural (NBO) charge in e.
Positions of all 28 atoms, in Å:
C -2.77431 -0.41808 1.41339  -0.24
C -3.18528 0.62458 0.62766  -0.15
C -1.62350 -1.06216 1.13206  -0.19
C -2.54386 0.99986 -0.51887  -0.27
C -0.84972 -0.57028 0.08216  0.02
C -1.38604 0.31456 -0.87061  0.31
C 1.61069 -0.55970 -0.25908  0.42
C 0.28983 -2.44999 -0.84410  -0.42
C 1.15065 1.56463 0.82421  -0.44
C 3.46859 1.06831 0.07203  -0.41
N 0.39808 -1.17011 -0.28016  -0.38
N 2.05030 0.60892 0.19913  -0.33
O -0.80003 0.61602 -2.01001  -0.66
H -3.41409 -0.76828 2.12594  0.23
H -4.19461 1.11809 0.87243  0.24
H -1.20932 -1.79862 1.83830  0.24
H -2.91209 1.74558 -1.19880  0.22
H 2.42225 -1.08924 -0.74387  0.21
H 0.39062 -3.25152 -0.07243  0.22
H -0.72222 -2.60829 -1.19370  0.24
H 1.00623 -2.70722 -1.66274  0.23
H 0.22518 1.08392 1.21731  0.24
H 1.68422 1.78183 1.72018  0.23
H 0.84520 2.24872 0.02762  0.24
H 3.77620 1.17824 1.16607  0.23
H 4.02798 0.34151 -0.57982  0.23
H 3.58303 1.98509 -0.50973  0.24
H -1.31399 1.17364 -2.57454  0.50

Results
2S+1: 1
gap between HOMO and LUMO: 9.44 eV
SMILES string: CN(C=[N+](C)C)c1ccccc1O
total charge: +1
DFT total energy: -15633.5139 eV
LUMO: -2.84 eV
HOMO level: -12.28 eV


The following is a DFT calculation (ωB97M-V/def2-TZVPD) of C6H16N6STc as an isolated structure.

Last column: Mulliken spin population.
Positions of all 30 atoms, in Å:
Tc 0.50205 0.43940 0.20778  0.07
N 0.56217 2.34602 0.96220  0.01
C 2.01594 2.34471 1.40538  -0.01
C 2.28897 1.49096 2.64256  0.00
C 2.35520 -0.00479 2.37649  0.01
N 1.02280 -0.58346 1.90593  0.00
H 0.40286 3.12034 0.30215  0.00
H -0.07049 2.54427 1.75018  0.00
H 2.30553 3.38992 1.55955  0.00
H 2.62331 2.01816 0.53679  0.00
H 1.60928 1.74224 3.46376  0.00
H 3.28251 1.77433 3.00354  0.00
H 2.65180 -0.56458 3.26806  0.00
H 3.09470 -0.23338 1.60304  0.00
H 0.31819 -0.48284 2.65082  0.00
H 1.14278 -1.60029 1.80574  0.00
C -3.76939 -1.62470 -2.30235  0.03
C -2.33319 -1.55848 -2.49936  0.16
N -1.69087 -2.06285 -3.60967  0.29
N -0.42784 -1.80746 -3.46516  0.10
C -0.13568 -1.15191 -2.30138  0.02
S 1.34697 -0.64339 -1.69875  0.29
N -1.36319 -1.00386 -1.70715  -0.03
N -1.46113 -0.34150 -0.44408  0.00
H -4.17255 -2.45452 -2.89407  0.01
H -4.22737 -0.71312 -2.73919  0.04
H -4.07855 -1.69872 -1.25760  0.01
H 0.22966 -2.10540 -4.20129  -0.01
H -2.14330 0.42261 -0.55134  0.00
H -1.88118 -0.99772 0.22741  0.00

Results
2S+1: 2
gap between HOMO and LUMO (alpha / beta): 7.76 / 6.58 eV
expectation value of S²: 1.05
total charge: +4
DFT total energy: -28405.7967 eV
LUMO (alpha / beta): -17.37 / -18.92 eV
HOMO level (alpha / beta): -25.13 / -25.49 eV


The following is a DFT calculation (ωB97M-V/def2-TZVPD) of one molecule with the formula C7H8OS2.

Last column: natural (NBO) charge in e.
Positions of all 18 atoms, in Å:
C 1.42428 1.44412 0.84154  -0.16
C 0.50929 1.95860 1.79305  -0.42
C 0.99985 0.58390 -0.09386  -0.30
C -0.63203 1.25405 2.00545  0.24
C -0.74736 -1.14929 -0.68141  -0.46
C -1.16185 -1.03621 -2.12696  -0.52
C -0.43586 0.21266 -0.13895  0.10
O -1.11206 0.30337 1.27443  -0.48
S -2.63512 0.06327 -2.13227  0.09
S -1.46772 1.41050 -1.02767  0.10
H 2.48881 1.64789 0.93695  0.22
H 0.79599 2.82351 2.34020  0.23
H 1.51684 -0.10177 -0.84182  0.22
H -1.21321 1.47804 2.86531  0.19
H -1.72341 -1.63773 -0.15903  0.26
H 0.02528 -1.82917 -0.63743  0.23
H -0.55213 -0.81756 -2.97863  0.23
H -1.62901 -2.00589 -2.53119  0.23

Results
2S+1: 1
gap between HOMO and LUMO: 8.62 eV
SMILES string: C1=CO[C@@]2(C=C1)CCSS2
total charge: 0
DFT total energy: -31104.4191 eV
LUMO: 0.53 eV
HOMO level: -8.09 eV


The following is a DFT calculation (ωB97M-V/def2-TZVPD) of one molecule with the formula C3H6N2O2.

Last column: natural (NBO) charge in e.
Positions of all 13 atoms, in Å:
C -1.68786 -0.34414 -1.02758  -0.26
O -1.21876 -0.10056 0.29205  -0.49
C 0.11139 0.07051 0.43626  0.45
N 0.79959 0.89347 -0.52400  -0.34
N 0.62752 -0.02093 1.76753  -0.59
C 1.38523 -0.64525 0.71786  0.14
O 2.11448 0.35474 0.02012  -0.38
H -2.52424 -1.03708 -0.92525  0.19
H -0.90529 -0.77573 -1.65640  0.19
H -2.04402 0.58548 -1.48714  0.18
H 0.56397 1.89550 -0.42786  0.35
H 1.09018 0.80951 2.12593  0.36
H 1.68781 -1.68551 0.68848  0.21

Results
2S+1: 1
gap between HOMO and LUMO: 10.60 eV
SMILES string: CO[C@]12NO[C@H]1N2
total charge: 0
DFT total energy: -10278.7772 eV
LUMO: 0.96 eV
HOMO level: -9.63 eV


The following is a DFT calculation (ωB97M-V/def2-TZVPD) of C11H20CaN2O6P2 as an isolated structure.

Last column: natural (NBO) charge in e.
Positions of all 42 atoms, in Å:
Ca -0.59975 0.02243 -0.40524  1.80
C 1.57202 -2.33431 0.07932  -0.44
N 1.16879 -1.59348 -1.11865  -0.51
C 2.33924 -0.96547 -1.72934  -0.43
C 0.49055 -2.48743 -2.07245  -0.27
C -0.84339 -2.99805 -1.55853  0.00
C -1.16214 -4.33602 -1.77674  -0.26
C -2.39058 -4.83849 -1.37320  -0.24
C -3.29108 -3.99313 -0.74338  -0.23
C -2.94875 -2.66170 -0.52182  -0.25
C -1.72327 -2.10587 -0.91487  -0.61
H 2.29055 -3.12604 -0.17452  0.18
H 0.69738 -2.79360 0.53807  0.23
H 2.03208 -1.65261 0.79421  0.21
H 3.08469 -1.71251 -2.03514  0.18
H 2.80258 -0.28025 -1.01773  0.22
H 2.03793 -0.39974 -2.61216  0.20
H 1.15310 -3.32780 -2.33153  0.17
H 0.33621 -1.91304 -2.99230  0.20
H -0.45001 -4.99658 -2.26424  0.19
H -2.63584 -5.87943 -1.54528  0.20
H -4.25500 -4.36996 -0.41946  0.20
H -3.67921 -2.03387 -0.01671  0.19
N 1.26032 4.26795 0.79883  -0.71
C 0.26100 3.30546 1.40915  -0.64
C -0.44001 3.93144 2.60266  -0.64
P 1.31238 1.79381 1.78493  2.39
O 1.61140 1.90932 3.36121  -1.00
O 2.56189 2.09597 1.02442  -1.14
O 0.50765 0.55233 1.55000  -1.22
P -0.93759 2.87839 0.07056  2.35
O -1.39643 4.37259 -0.35831  -1.03
O -2.05078 2.06441 0.62623  -1.16
O -0.13967 2.27108 -1.05193  -1.21
H 1.64113 4.89349 1.50701  0.42
H 0.85124 4.81692 0.04253  0.44
H 2.04243 3.62422 0.48941  0.49
H 0.27383 4.18118 3.38986  0.22
H -1.15585 3.21817 3.00775  0.26
H -0.98878 4.82900 2.31053  0.22
H 1.09830 1.25871 3.85567  0.51
H -2.33854 4.51249 -0.20880  0.52

Results
2S+1: 1
gap between HOMO and LUMO: 7.45 eV
total charge: 0
DFT total energy: -64021.2210 eV
LUMO: 0.03 eV
HOMO level: -7.41 eV


The following is a DFT calculation (ωB97M-V/def2-TZVPD) of one molecule with the formula C22H30N4O2.

Last column: natural (NBO) charge in e.
Positions of all 58 atoms, in Å:
C 0.99468 3.07107 -3.55846  -0.25
H 1.86678 2.41939 -3.67010  0.18
O 0.59070 3.15851 -2.21393  -0.52
C 0.23293 2.01245 -1.56897  0.38
C -0.11750 2.15218 -0.22664  -0.27
C -0.48452 1.05169 0.51870  -0.20
C -0.52020 -0.21527 -0.05175  -0.07
C -0.18064 -0.34659 -1.39163  -0.16
C 0.19252 0.74972 -2.14943  -0.34
H 0.45134 0.60542 -3.18641  0.22
H -0.21925 -1.32436 -1.84758  0.22
C -0.81553 -1.43505 0.78908  -0.08
N -1.84343 -2.25347 0.15148  -0.46
C -3.07089 -1.52311 -0.14572  -0.24
C -3.93502 -1.25883 1.09823  -0.24
N -4.26191 -2.46586 1.84033  -0.45
C -5.31420 -3.25720 1.24102  -0.41
H -5.54341 -4.08835 1.90741  0.20
H -5.07491 -3.66567 0.24898  0.16
H -6.20432 -2.63520 1.14913  0.20
C -3.04703 -3.21442 2.12266  -0.24
C -2.19078 -3.47262 0.87192  -0.24
H -1.28347 -4.00790 1.14755  0.20
H -2.75001 -4.10109 0.17066  0.19
H -3.31917 -4.16299 2.58940  0.20
H -2.46720 -2.63477 2.84772  0.20
H -4.86266 -0.76197 0.80718  0.20
H -3.39491 -0.59389 1.77968  0.19
H -2.81612 -0.57749 -0.62646  0.22
H -3.63472 -2.12779 -0.86345  0.19
H -1.10255 -1.09338 1.79686  0.19
C 0.50069 -2.24950 0.92802  -0.22
N 1.66903 -1.39746 0.94415  -0.65
C 1.92851 -0.66465 2.06795  0.79
O 1.51254 -0.94702 3.17228  -0.66
N 2.74945 0.43365 1.89835  -0.64
C 3.15873 1.05433 0.71369  0.16
C 3.71500 0.33661 -0.34293  -0.28
C 4.09409 1.00131 -1.49580  -0.19
C 3.94432 2.37127 -1.60420  -0.24
C 3.42164 3.10663 -0.54649  0.00
C 3.03694 2.43739 0.60376  -0.20
H 2.62769 2.99497 1.43459  0.20
C 3.23529 4.58751 -0.66083  -0.64
H 3.31887 5.06778 0.31108  0.22
H 3.96861 5.02177 -1.33613  0.22
H 2.24118 4.79304 -1.05819  0.23
H 4.25121 2.87921 -2.50703  0.21
H 4.52523 0.44035 -2.31246  0.21
H 3.89053 -0.72370 -0.24733  0.23
H 2.77871 1.01290 2.72707  0.41
H 1.84752 -0.92555 0.06809  0.41
H 0.59456 -2.93383 0.08294  0.21
H 0.50248 -2.80930 1.86397  0.23
H -0.74086 1.17574 1.56111  0.22
H -0.09145 3.13751 0.21049  0.22
H 1.26114 4.08479 -3.85371  0.20
H 0.18375 2.71107 -4.19990  0.18

Results
2S+1: 1
gap between HOMO and LUMO: 8.24 eV
SMILES string: COc1ccc([C@H](CNC(=O)Nc2cccc(C)c2)N2CCN(C)CC2)cc1
total charge: 0
DFT total energy: -33356.8206 eV
LUMO: 0.70 eV
HOMO level: -7.55 eV


The following is a DFT calculation (ωB97M-V/def2-TZVPD) of one molecule with the formula C21H39N3O.

Last column: natural (NBO) charge in e.
Positions of all 64 atoms, in Å:
C 3.63591 2.35715 3.51229  -0.60
H 3.53051 2.21101 4.58502  0.21
C 2.39000 1.85658 2.79176  -0.41
H 2.21116 0.81723 3.06621  0.23
H 1.52351 2.43862 3.11263  0.19
C 2.50193 1.92797 1.26420  -0.20
C 2.45974 3.38403 0.80257  -0.61
H 1.53803 3.85568 1.13819  0.20
H 3.29829 3.93854 1.21499  0.21
H 2.50845 3.46929 -0.27971  0.20
H 3.45833 1.48192 0.96911  0.19
C 1.36803 1.10514 0.59478  -0.04
N 1.18532 -0.14223 1.31439  -0.65
H 1.79428 -0.86695 0.95498  0.37
C -0.16038 -0.63425 1.49526  -0.23
C -0.87242 -1.23153 0.25520  -0.09
N -2.32061 -1.18728 0.35008  -0.65
H -2.63009 -1.65017 1.19804  0.35
C -2.92521 0.12607 0.23356  -0.21
H -2.28190 0.73138 -0.40977  0.20
C -4.32109 0.04512 -0.41644  -0.06
C -5.25068 -0.82579 0.43031  -0.61
H -5.31053 -0.44650 1.44869  0.20
H -4.88632 -1.84888 0.45854  0.21
H -6.25337 -0.82972 0.00806  0.21
C -4.18107 -0.56128 -1.81231  -0.61
H -3.58641 0.08826 -2.45042  0.20
H -5.15722 -0.69975 -2.27148  0.20
H -3.68187 -1.52321 -1.74033  0.23
C -4.89926 1.45794 -0.51810  -0.60
H -5.02972 1.89271 0.47089  0.20
H -5.86801 1.43643 -1.01214  0.21
H -4.23658 2.10368 -1.09038  0.20
H -3.01600 0.64606 1.20145  0.17
C -0.46368 -2.69767 0.00833  -0.42
C 0.91992 -2.81446 -0.55489  -0.06
C 1.15148 -2.53476 -1.89585  -0.19
C 2.42551 -2.60049 -2.42957  -0.30
C 3.50132 -2.95225 -1.62334  0.29
C 3.28179 -3.24181 -0.28112  -0.28
C 2.00370 -3.17389 0.23920  -0.15
H 1.84697 -3.40681 1.28274  0.21
H 4.12287 -3.51896 0.33422  0.23
O 4.77505 -3.02757 -2.10314  -0.67
H 4.78055 -2.82335 -3.04577  0.48
H 2.58963 -2.38268 -3.47779  0.21
H 0.32029 -2.26310 -2.52979  0.21
H -0.53976 -3.25827 0.94279  0.20
H -1.18221 -3.11652 -0.69896  0.22
H -0.59238 -0.63329 -0.61876  0.24
H -0.75740 0.20468 1.86588  0.19
H -0.12450 -1.38902 2.29039  0.18
C 1.66114 0.89997 -0.90961  -0.23
N 0.44840 0.90757 -1.71658  -0.63
H 0.62815 0.42022 -2.58945  0.36
C -0.04434 2.23734 -2.01459  -0.41
H -0.93844 2.15215 -2.63064  0.20
H 0.68995 2.86504 -2.54300  0.17
H -0.31033 2.73980 -1.08552  0.19
H 2.14052 -0.07531 -1.03261  0.21
H 2.37413 1.66062 -1.26454  0.16
H 0.43928 1.67391 0.70033  0.19
H 4.51423 1.80915 3.17797  0.20
H 3.80341 3.41652 3.33359  0.19

Results
2S+1: 1
gap between HOMO and LUMO: 8.35 eV
SMILES string: CC[C@H](C)[C@@H](CNC)NC[C@@H](Cc1ccc(O)cc1)NCC(C)(C)C
total charge: 0
DFT total energy: -28927.8769 eV
LUMO: 0.64 eV
HOMO level: -7.71 eV


> Among the records above, which one has the highest DFT total energy?

C3H6N2O2


> What is the formula in the fifth record?

C3H6N2O2